# 1
The following is a DFT calculation (the ωB97M-V functional and the def2-TZVPD basis) of C41H36IrN5O4P2 as an isolated structure at a distorted geometry.

Last column: Löwdin charge in e.
CARTESIAN COORDINATES (ANGSTROEM)
Ir1 -0.78 1.17 0.82  1.437
N1 -2.99 2.46 -2.49  0.123
C1 -1.82 1.80 -2.03  -0.330
N2 -1.57 2.15 -0.65  -0.075
C2 -1.65 3.51 -0.35  -0.259
N3 -1.26 3.96 0.82  0.114
N4 -0.86 2.93 1.61  -0.191
C3 -0.52 3.09 2.83  -0.010
C4 -0.34 1.86 3.58  -0.217
C5 -0.04 1.85 4.94  0.031
C6 -0.02 0.64 5.60  0.004
C7 -0.32 -0.52 4.91  0.025
C8 -0.59 -0.45 3.55  -0.244
N5 -0.57 0.72 2.89  -0.020
C9 -2.25 4.41 -1.30  -0.099
C10 -2.22 5.80 -1.12  -0.003
C11 -2.90 6.61 -2.00  -0.060
C12 -3.62 6.05 -3.05  -0.041
C13 -3.66 4.68 -3.23  0.004
C14 -2.96 3.85 -2.36  -0.182
H1 -3.30 2.11 -3.39  0.136
H2 -1.92 0.73 -2.14  0.147
H3 -0.48 4.08 3.28  0.152
H4 0.15 2.78 5.45  0.136
H5 0.21 0.60 6.66  0.133
H6 -0.35 -1.48 5.41  0.135
H7 -0.70 -1.46 1.73  0.118
H8 -1.67 6.21 -0.29  0.118
H9 -2.88 7.69 -1.87  0.114
H10 -4.16 6.69 -3.73  0.119
H11 -4.23 4.24 -4.05  0.124
O1 -0.67 -0.68 -0.25  -0.512
P1 0.42 -1.60 -0.80  0.781
C15 2.06 -1.01 -0.30  -0.351
P2 1.90 -0.28 1.41  0.874
O2 1.22 1.14 1.03  -0.586
C16 3.61 0.24 1.72  -0.371
C17 4.56 -0.74 2.04  -0.115
C18 5.87 -0.38 2.31  -0.073
C19 6.24 0.96 2.28  -0.065
C20 5.30 1.94 1.97  -0.065
C21 3.99 1.58 1.69  -0.083
C22 -0.97 -1.70 2.78  -0.270
C23 -0.14 -2.87 3.10  0.034
C24 -0.68 -4.09 3.30  -0.020
C25 -2.07 -4.24 3.21  0.057
C26 -2.94 -3.17 2.92  -0.010
C27 -2.42 -1.93 2.74  0.075
C28 0.39 -1.72 -2.58  -0.265
C29 0.92 -0.66 -3.33  -0.077
C30 0.94 -0.73 -4.71  -0.055
C31 0.42 -1.85 -5.35  -0.031
C32 -0.11 -2.90 -4.62  -0.045
C33 -0.12 -2.84 -3.23  -0.053
C34 0.08 -3.27 -0.19  -0.302
C35 -1.25 -3.67 -0.19  -0.102
C36 -1.58 -5.00 0.06  -0.071
C37 -0.58 -5.92 0.34  -0.056
C38 0.75 -5.52 0.38  -0.055
C39 1.08 -4.20 0.10  -0.057
H12 2.41 -0.26 -1.00  0.071
H13 2.78 -1.83 -0.30  0.065
H14 4.27 -1.79 2.09  0.099
H15 6.60 -1.14 2.56  0.111
H16 7.26 1.25 2.49  0.113
H17 5.59 2.98 1.94  0.112
H18 3.25 2.33 1.43  0.098
H19 0.93 -2.70 3.15  0.127
H20 -0.06 -4.95 3.52  0.134
H21 -2.50 -5.23 3.37  0.142
H22 -4.01 -3.35 2.87  0.133
H23 -3.06 -1.08 2.54  0.147
H24 1.32 0.21 -2.83  0.103
H25 1.35 0.08 -5.29  0.105
H26 0.44 -1.90 -6.43  0.122
H27 -0.51 -3.77 -5.12  0.118
H28 -0.52 -3.68 -2.67  0.101
H29 -2.03 -2.96 -0.44  0.122
H30 -2.62 -5.32 0.00  0.121
H31 -0.83 -6.96 0.52  0.120
H32 1.53 -6.24 0.59  0.120
H33 2.13 -3.91 0.09  0.108
C40 0.57 2.60 -4.75  0.027
C41 -0.67 2.06 -4.10  -0.528
O3 -1.54 1.43 -4.64  0.116
O4 -0.63 2.23 -2.75  0.036
H34 0.65 2.21 -5.76  0.093
H35 1.46 2.38 -4.16  0.093
H36 0.48 3.69 -4.80  0.104

Computed properties:
molar mass: 916.93 g/mol
energy relative to the best compared isomer or geometry (same formula, charge and spin): 4.170 eV
E_LUMO: -7.7 eV
highest occupied orbital energy: -12.6 eV
frontier orbital gap: 4.82 eV
charge: +2
E: -80146.0923 eV

---

# 2
The following is a DFT calculation (the ωB97M-V functional and the def2-TZVPD basis) of C41H37Cl5P2W as an isolated structure at a distorted geometry.

Last column: Löwdin spin population.
CARTESIAN COORDINATES (ANGSTROEM)
W1 0.44 -0.16 1.22  1.661
C1 -2.02 0.26 4.22  0.007
C2 -2.57 0.02 3.02  0.001
C3 -3.18 0.95 1.99  0.003
C4 -2.40 1.72 0.85  0.010
C5 -0.88 1.71 0.92  0.041
C6 -0.22 1.91 2.28  0.165
C7 -0.98 2.50 3.50  0.015
C8 -1.48 1.57 4.67  0.007
C9 2.50 -0.17 1.20  0.006
H1 -1.76 -0.62 4.82  0.001
H2 -2.51 -1.02 2.61  0.001
H3 -3.80 1.67 2.56  0.000
H4 -3.89 0.29 1.48  0.000
H5 -2.75 1.37 -0.16  -0.001
H6 -2.74 2.79 0.84  0.003
H7 -0.56 2.50 0.22  0.016
H8 0.59 2.65 2.09  0.014
H9 -1.81 3.16 3.18  0.006
H10 -0.26 3.20 3.93  0.000
H11 -0.69 1.43 5.44  0.001
H12 -2.24 2.08 5.28  0.001
H13 2.46 -0.84 2.06  0.006
H14 2.73 0.84 1.53  0.017
H15 3.04 -0.50 0.33  0.007
P1 -0.51 -1.58 -1.46  -0.003
P2 1.21 0.94 -1.44  -0.031
C10 -1.34 0.00 -1.91  0.004
C11 -0.52 1.10 -2.08  0.008
C12 -0.50 -2.48 -3.10  -0.003
C13 -1.48 -2.20 -4.06  -0.001
C14 -1.58 -2.88 -5.27  0.000
C15 -0.68 -3.89 -5.56  0.000
C16 0.25 -4.24 -4.56  0.000
C17 0.30 -3.60 -3.32  0.000
C18 -1.96 -2.68 -0.96  0.001
C19 -1.66 -3.24 0.29  0.005
C20 -2.59 -3.95 1.03  0.001
C21 -3.79 -4.34 0.42  0.000
C22 -4.11 -3.87 -0.88  0.002
C23 -3.11 -3.17 -1.60  -0.001
C24 2.07 1.06 -3.14  -0.008
C25 1.94 -0.06 -3.96  -0.001
C26 2.42 -0.08 -5.27  0.000
C27 3.14 1.00 -5.79  -0.002
C28 3.26 2.13 -4.98  0.000
C29 2.73 2.18 -3.68  -0.003
C30 1.79 2.64 -0.91  0.002
C31 3.08 2.74 -0.35  0.001
C32 3.43 3.94 0.30  0.002
C33 2.54 5.01 0.33  0.001
C34 1.34 4.96 -0.37  0.001
C35 1.00 3.78 -1.07  0.001
H16 -2.43 -0.03 -1.95  0.000
H17 -0.76 2.02 -2.65  -0.001
H18 -2.18 -1.39 -3.84  0.000
H19 -2.37 -2.64 -5.97  0.000
H20 -0.76 -4.44 -6.51  0.000
H21 0.93 -5.04 -4.79  0.000
H22 0.99 -3.93 -2.53  0.000
H23 -0.69 -2.99 0.71  0.003
H24 -2.38 -4.24 2.07  0.000
H25 -4.47 -5.02 0.93  0.000
H26 -5.10 -4.02 -1.29  0.000
H27 -3.25 -3.05 -2.69  0.000
H28 1.46 -0.94 -3.55  0.000
H29 2.28 -0.96 -5.89  0.000
H30 3.56 0.96 -6.80  0.000
H31 3.81 2.98 -5.37  0.000
H32 2.90 3.08 -3.10  0.000
H33 3.76 1.88 -0.34  0.000
H34 4.41 4.01 0.75  0.000
H35 2.80 5.92 0.87  0.000
H36 0.63 5.78 -0.35  0.000
H37 0.09 3.72 -1.67  0.000
Cl1 0.10 -2.78 2.91  0.028
C36 0.66 -1.68 4.12  0.005
C37 0.89 -0.42 3.57  -0.023
C38 1.54 0.42 4.47  0.008
Cl2 2.10 1.94 3.89  0.010
C39 1.89 0.06 5.83  -0.004
Cl3 2.65 1.21 6.87  -0.002
C40 1.62 -1.25 6.31  0.010
Cl4 1.99 -1.71 7.91  0.005
C41 1.00 -2.17 5.42  -0.001
Cl5 0.62 -3.81 5.88  0.000

Computed properties:
molar mass: 952.80 g/mol
⟨S²⟩: 2.06
E_LUMO (alpha / beta): -8.4 / -8.9 eV
multiplicity: 3
highest occupied orbital energy (alpha / beta): -13.7 / -13.7 eV
frontier orbital gap (alpha / beta): 5.36 / 4.82 eV
charge: +2
E: -126107.4515 eV

---

# 3
The following is a DFT calculation (the ωB97M-V functional and the def2-TZVPD basis) of C41H37ClEuNP2 as an isolated structure at a distorted geometry.

Last column: Löwdin spin population.
CARTESIAN COORDINATES (ANGSTROEM)
Eu1 -0.67 0.14 0.55  6.109
Cl1 -2.44 0.51 2.25  -0.028
P1 -1.55 1.11 -2.10  -0.017
P2 1.32 -1.65 1.81  -0.021
C1 -1.42 2.91 -1.92  -0.001
C2 -3.31 0.62 -1.90  0.000
C3 -0.87 0.56 -3.67  -0.002
C4 2.88 -2.25 1.07  -0.003
C5 1.73 -0.69 3.33  -0.002
C6 0.19 -3.00 2.36  -0.003
C7 -0.76 3.64 -2.90  -0.001
C8 -0.68 5.03 -2.81  0.000
C9 -1.18 5.67 -1.68  -0.001
C10 -1.68 4.92 -0.62  0.000
C11 -1.76 3.54 -0.71  0.000
H1 -0.31 3.14 -3.76  0.000
H2 -0.29 5.62 -3.64  0.000
H3 -1.21 6.76 -1.63  0.000
H4 -2.06 5.43 0.29  0.000
H5 -2.06 2.93 0.16  0.000
C12 0.52 0.56 -3.93  -0.001
C13 1.01 0.12 -5.15  0.000
C14 0.11 -0.36 -6.12  -0.001
C15 -1.26 -0.48 -5.82  0.000
C16 -1.72 -0.07 -4.58  -0.001
H6 1.20 0.87 -3.13  0.000
H7 2.10 0.18 -5.37  0.000
H8 0.50 -0.61 -7.11  0.000
H9 -1.97 -0.86 -6.60  0.000
H10 -2.76 -0.24 -4.30  0.000
C17 -4.28 1.57 -2.21  -0.001
C18 -5.63 1.26 -2.09  0.000
C19 -6.00 0.01 -1.59  0.000
C20 -5.03 -0.90 -1.15  0.000
C21 -3.68 -0.59 -1.29  0.000
H11 -3.99 2.57 -2.54  0.000
H12 -6.39 1.98 -2.45  0.000
H13 -7.06 -0.28 -1.55  0.000
H14 -5.32 -1.87 -0.72  0.000
H15 -2.90 -1.26 -0.90  0.000
C22 0.79 -0.47 4.35  -0.003
C23 1.11 0.30 5.47  0.000
C24 2.29 1.02 5.52  -0.003
C25 3.11 1.01 4.40  0.000
C26 2.82 0.20 3.31  -0.002
H16 -0.25 -0.81 4.27  0.000
H17 0.43 0.30 6.35  0.000
H18 2.59 1.54 6.43  0.000
H19 4.03 1.62 4.41  0.000
H20 3.40 0.32 2.39  0.000
C27 3.50 -1.64 -0.03  0.000
C28 4.66 -2.17 -0.60  0.000
C29 5.24 -3.32 -0.01  0.000
C30 4.63 -3.94 1.09  0.000
C31 3.43 -3.43 1.60  -0.001
H21 3.02 -0.76 -0.48  0.000
H22 5.11 -1.70 -1.49  0.000
H23 6.18 -3.70 -0.43  0.000
H24 5.09 -4.84 1.57  0.000
H25 2.93 -3.95 2.40  0.000
C32 0.49 -3.66 3.57  -0.001
C33 -0.29 -4.74 3.99  0.000
C34 -1.47 -5.07 3.31  0.000
C35 -1.86 -4.29 2.20  0.000
C36 -1.04 -3.26 1.75  -0.001
H26 1.31 -3.36 4.21  0.000
H27 0.04 -5.35 4.86  0.000
H28 -2.09 -5.92 3.61  0.000
H29 -2.80 -4.52 1.67  0.000
H30 -1.38 -2.61 0.92  0.000
H31 0.67 -0.71 -1.24  -0.002
H32 0.19 -1.29 -1.45  -0.002
C37 2.27 4.65 1.56  0.000
C38 1.33 3.95 2.35  0.000
C39 0.78 2.77 1.92  0.000
N1 1.11 2.13 0.79  -0.010
C40 1.96 2.80 0.00  0.000
C41 2.54 4.00 0.33  0.000
H33 2.74 5.59 1.87  0.000
H34 1.01 4.33 3.39  0.000
H35 0.03 2.20 2.44  0.000
H36 2.10 2.25 -0.90  0.000
H37 3.29 4.46 -0.42  0.000

Computed properties:
molar mass: 793.12 g/mol
⟨S²⟩: 12.03
E_LUMO (alpha / beta): -8.1 / -5.8 eV
multiplicity: 7
highest occupied orbital energy (alpha / beta): -13.5 / -13.5 eV
frontier orbital gap (alpha / beta): 5.45 / 7.65 eV
charge: +2
E: -95022.3065 eV